Record 1
DFT (ωB97M-V/def2-TZVPD) results for a gas-phase ion, C6H9N (charge -1) in a non-equilibrium geometry.

The geometry in ORCA input format:
```
! RIJCOSX wB97M-V def2-TZVPD def2/J DEFGRID3
* xyz -1 2
C -1.4835 0.9720 0.6529
C -1.6808 -0.2246 1.3476
N -0.8645 -1.2395 0.8611
C 0.0832 -0.6202 0.1147
C -0.2946 0.7218 -0.1571
C 0.4674 1.4401 -1.2420
C 1.3799 -1.1641 -0.3653
H -2.0091 1.8031 1.0480
H -2.4107 -0.5090 2.1658
H -0.7046 -2.1640 1.4647
H -0.1865 2.0560 -1.9548
H 1.1314 0.7152 -1.7855
H 1.1918 2.1716 -0.8232
H 2.1365 -0.6913 0.2810
H 1.6170 -2.2023 -0.1247
H 1.6272 -1.0649 -1.4833
*
```

Values from the calculation:
**HOMO-LUMO gap (spin up / spin down)**: 2.75 / 7.70 eV
**Relative energy (zero: lowest compared OMol25 entry of this formula, charge and spin)**: 24.0 kcal/mol
**⟨S²⟩**: 0.750

=====

Record 2
DFT (ωB97M-V/def2-TZVPD) results for C20H20FNO3 in the gas phase.

The geometry in ORCA input format:
```
! RIJCOSX wB97M-V def2-TZVPD def2/J DEFGRID3
* xyz 0 1
C 0.2457 4.9099 -5.2809
O 0.3731 3.5592 -5.6537
C 0.6664 2.6413 -4.6941
C 0.8430 2.9264 -3.3440
C 1.1263 1.9055 -2.4529
C 1.2441 0.5922 -2.8861
C 1.6305 -0.5163 -1.9646
O 2.5989 -1.2237 -2.1893
N 0.8694 -0.6954 -0.8584
C -0.4004 -0.0526 -0.5956
C -1.3880 -1.0679 -0.0280
C -0.9072 -1.6172 1.3229
C -1.4955 -0.8279 2.4831
O -2.1042 0.2045 2.3148
C -1.2329 -1.3455 3.8529
C -1.3363 -0.4350 4.9068
C -1.1082 -0.8235 6.2109
C -0.7849 -2.1468 6.4573
F -0.5616 -2.5424 7.7228
C -0.6909 -3.0787 5.4376
C -0.9134 -2.6729 4.1357
C 0.6291 -1.5309 1.4221
C 1.2557 -1.7569 0.0550
C 1.0964 0.3162 -4.2436
C 0.7985 1.3222 -5.1346
H -0.5708 5.0549 -4.5660
H 0.0184 5.4484 -6.1996
H 1.1761 5.2991 -4.8552
H 0.7665 3.9366 -2.9738
H 1.2756 2.1445 -1.4102
H -0.7882 0.3646 -1.5269
H -0.2798 0.7687 0.1216
H -2.3548 -0.5807 0.1054
H -1.5086 -1.8830 -0.7427
H -1.2208 -2.6603 1.4114
H -1.5971 0.5870 4.6767
H -1.1794 -0.1257 7.0299
H -0.4495 -4.1034 5.6720
H -0.8578 -3.4091 3.3498
H 0.9224 -0.5448 1.7885
H 1.0096 -2.2702 2.1267
H 0.9484 -2.7317 -0.3462
H 2.3475 -1.7585 0.1169
H 1.2177 -0.6994 -4.5885
H 0.6708 1.1189 -6.1859
*
```

Values from the calculation:
**SMILES**: COc1ccc(C(=O)N2CCC(C(=O)c3ccc(F)cc3)CC2)cc1
**HOMO-LUMO gap**: 8.79 eV
**Relative energy (zero: lowest compared OMol25 entry of this formula, charge and spin)**: 0.6 kcal/mol

=====

Record 3
DFT (ωB97M-V/def2-TZVPD) results for a molecular structure, C31H52N8O4RhS2Si3 in a non-equilibrium geometry.

The geometry in ORCA input format:
```
! RIJCOSX wB97M-V def2-TZVPD def2/J DEFGRID3
* xyz 1 1
Rh -0.2825 0.2983 -1.0148
C 3.0860 0.7859 2.0287
Si 2.6382 -1.0309 2.4262
C 3.4676 -2.1317 1.1076
C 3.1979 -1.6649 4.1332
C 0.7322 -1.0702 2.3271
Si -0.4009 -0.1678 3.5715
C 0.5930 1.0901 4.5942
C -1.7778 0.8060 2.6765
C -1.1211 -1.5604 4.6675
Si -0.8190 -3.1872 0.0856
C 0.5455 -4.6521 2.1648
C -2.6540 -3.3819 0.5795
C -0.7004 -2.8303 -1.7722
C -0.4287 -3.8497 -2.6810
C -0.2942 -3.5563 -4.0268
C -0.4561 -2.2394 -4.4394
C -0.7618 -1.2852 -3.4870
N -0.8756 -1.5634 -2.1887
H 4.0077 0.8421 1.4573
H 3.2096 1.3766 2.9290
H 2.2948 1.2396 1.4361
H 4.5199 -1.8772 1.0410
H 3.0391 -1.9763 0.1211
H 3.4229 -3.1865 1.3614
H 4.2560 -1.4739 4.2752
H 3.0545 -2.7364 4.2320
H 2.6760 -1.1867 4.9532
H 0.8752 1.9401 3.9831
H 1.4953 0.6769 5.0267
H -0.0156 1.4662 5.4103
H -1.4458 1.1043 1.6808
H -2.0226 1.7155 3.2182
H -2.6993 0.2398 2.5781
H -0.3256 -2.0939 5.1774
H -1.6981 -2.2854 4.1002
H -1.7737 -1.1426 5.4267
H -0.3830 -4.6714 2.7287
H 1.0699 -3.7329 2.4120
H 1.1543 -5.5050 2.4541
H -2.8670 -3.0048 1.5755
H -2.9489 -4.4263 0.5514
H -3.2855 -2.8548 -0.1306
H -0.3512 -4.8636 -2.3180
H -0.0785 -4.3394 -4.7360
H -0.3678 -1.9664 -5.4809
H -0.9253 -0.2479 -3.7615
C 2.6403 4.0106 -2.4275
N 2.5573 2.6076 -2.0765
C 2.2901 1.5608 -2.8591
S 2.0131 0.0523 -2.1166
N 2.3181 1.5506 -4.1958
C 2.8048 2.5394 -5.1338
H 2.8521 4.5748 -1.5226
H 1.6999 4.3771 -2.8465
H 3.4476 4.1890 -3.1353
H 2.4110 2.4127 -1.0925
H 2.1428 0.6297 -4.5749
H 3.8709 2.7352 -4.9948
H 2.2548 3.4748 -5.0509
H 2.6516 2.1513 -6.1369
O -0.4873 2.5046 -2.0315
C -0.1318 2.9934 -0.9349
O 0.2368 2.2774 0.0298
C -0.0745 4.4813 -0.7410
C -0.7193 5.3648 -1.6017
C -0.6511 6.7320 -1.3792
C 0.0721 7.2371 -0.3128
C 0.7321 6.3499 0.5307
C 0.6582 4.9811 0.3278
N 1.5017 6.8606 1.6428
O 1.4755 8.0559 1.8367
O 2.1262 6.0569 2.3039
H -1.2786 4.9686 -2.4357
H -1.1683 7.4089 -2.0388
H 0.1334 8.2987 -0.1281
H 1.1651 4.3086 1.0037
N -6.7484 0.8594 -0.8445
C -5.4048 0.7664 -0.9017
C -4.6450 1.5222 -1.8082
C -3.2749 1.3929 -1.8234
N -2.6114 0.5916 -0.9915
C -3.3215 -0.1335 -0.1287
C -4.6933 -0.0951 -0.0532
H -7.2403 1.5155 -1.4226
H -7.2717 0.3098 -0.1881
H -5.1347 2.1992 -2.4902
H -2.6749 1.9704 -2.5153
H -2.7485 -0.7617 0.5360
H -5.2140 -0.7155 0.6587
C -0.0279 -7.1114 -0.0067
N -0.6212 -5.8141 0.2874
C 0.2688 -4.7169 0.6616
N 1.5261 -4.8614 -0.0201
S 0.0818 -1.2201 0.7308
H -0.8401 -7.7820 -0.2859
H 0.5146 -7.5459 0.8396
H 0.6576 -7.0222 -0.8472
H -1.2911 -5.9367 1.0374
H 1.4312 -4.8722 -1.0260
H 2.1660 -4.1260 0.2438
*
```

Values from the calculation:
**HOMO-LUMO gap (spin up / spin down)**: 5.75 / 5.76 eV

=====

Record 4
DFT (ωB97M-V/def2-TZVPD) results for CH3ClN2 in the gas phase in a non-equilibrium geometry.

The geometry in ORCA input format:
```
! RIJCOSX wB97M-V def2-TZVPD def2/J DEFGRID3
* xyz 0 1
N -0.4137 -0.3774 -0.1116
C 1.0551 -0.1289 -0.1177
N 2.1842 -0.7572 0.0892
Cl 3.7052 0.0899 -0.0072
H -0.5031 -1.3638 -0.1000
H -0.7613 0.2193 -0.8905
H 1.0069 0.9069 -0.4056
*
```

Values from the calculation:
**SMILES**: N/C=N/Cl
**HOMO-LUMO gap**: 10.28 eV
**Relative energy (zero: lowest compared OMol25 entry of this formula, charge and spin)**: 65.5 kcal/mol

=====

Record 5
DFT (ωB97M-V/def2-TZVPD) results for C5H9NO2 in the gas phase in a non-equilibrium geometry.

The geometry in ORCA input format:
```
! RIJCOSX wB97M-V def2-TZVPD def2/J DEFGRID3
* xyz 0 1
O 0.1518 1.9638 -0.6558
C 1.1143 0.9608 -0.4671
C 1.5100 0.4478 0.8925
C 0.7082 -0.4147 -0.0292
O 1.4511 -1.3933 -0.7385
C -0.7551 -0.7603 0.2247
C -1.7532 -0.3282 -0.7568
N -1.6441 0.3319 0.5699
H -0.5034 1.7919 0.0447
H 1.9093 1.0261 -1.1706
H 0.9513 0.8182 1.7765
H 2.5260 0.1449 1.0769
H 1.6284 -2.1200 -0.0709
H -0.8689 -1.7181 0.7635
H -1.4472 0.2787 -1.5849
H -2.5685 -1.0084 -1.0108
H -2.4098 -0.0212 1.1360
*
```

Values from the calculation:
**SMILES**: O[C@H]1C[C@@]1(O)[C@@H]1CN1
**HOMO-LUMO gap**: 9.84 eV
**Relative energy (zero: lowest compared OMol25 entry of this formula, charge and spin)**: 69.1 kcal/mol

=====

Record 6
DFT (ωB97M-V/def2-TZVPD) results for 2 unconnected molecules or ions with the total composition C6H15NO in a non-equilibrium geometry.

The geometry in ORCA input format:
```
! RIJCOSX wB97M-V def2-TZVPD def2/J DEFGRID3
* xyz 0 1
C 1.4881 1.3036 2.0848
C 0.4177 0.3401 2.5219
N -0.8655 0.8422 2.6142
O 0.6172 -0.8384 2.7474
H 2.3458 1.0019 2.6716
H 1.2874 2.3352 2.3499
H 1.6000 1.0909 1.0264
H -1.5918 0.4728 3.2120
H -0.8972 1.8532 2.6403
C 0.4091 -1.2180 -2.7048
C 0.0394 -0.6283 -1.3412
C -0.3235 0.8727 -1.3727
C -1.1524 -1.3682 -0.6976
H 1.0351 -0.5086 -3.2269
H -0.5152 -1.4037 -3.2576
H 0.8187 -2.2293 -2.6268
H 0.9906 -0.7158 -0.7934
H -1.1714 0.9074 -2.1001
H -0.7013 1.1755 -0.3966
H 0.5581 1.3446 -1.7632
H -1.6635 -0.7509 0.0504
H -1.8822 -1.6045 -1.4501
H -0.8431 -2.2743 -0.1877
*
```

Values from the calculation:
**SMILES**: CC(N)=O.CC(C)C
**HOMO-LUMO gap**: 10.69 eV
**Relative energy (zero: lowest compared OMol25 entry of this formula, charge and spin)**: 16.1 kcal/mol

=====

Record 7
DFT (ωB97M-V/def2-TZVPD) results for C4H6N2O in the gas phase.

The geometry in ORCA input format:
```
! RIJCOSX wB97M-V def2-TZVPD def2/J DEFGRID3
* xyz 0 1
N -2.2795 0.4352 -0.6587
C -1.0740 0.2108 -0.3599
O -0.6988 -1.0624 -0.1996
C 0.7047 -1.2807 -0.3201
C 1.4047 -0.4990 0.7673
C 1.1659 0.9848 0.5511
N 0.0001 1.1654 -0.0789
H -2.5563 1.4069 -0.7365
H -0.2553 2.1089 -0.3455
H 1.0350 -0.9064 -1.2987
H 0.8321 -2.3612 -0.2848
H 1.0019 -0.7762 1.7544
H 2.4795 -0.7133 0.7889
*
```

Values from the calculation:
**HOMO-LUMO gap**: 9.32 eV
**Relative energy (zero: lowest compared OMol25 entry of this formula, charge and spin)**: 67.7 kcal/mol

=====

Question: What is the formula in the seventh record?
Answer: C4H6N2O

=====

What did the seventh record say?
DFT (ωB97M-V/def2-TZVPD) results for C4H6N2O in the gas phase.

The geometry in ORCA input format:
```
! RIJCOSX wB97M-V def2-TZVPD def2/J DEFGRID3
* xyz 0 1
N -2.2795 0.4352 -0.6587
C -1.0740 0.2108 -0.3599
O -0.6988 -1.0624 -0.1996
C 0.7047 -1.2807 -0.3201
C 1.4047 -0.4990 0.7673
C 1.1659 0.9848 0.5511
N 0.0001 1.1654 -0.0789
H -2.5563 1.4069 -0.7365
H -0.2553 2.1089 -0.3455
H 1.0350 -0.9064 -1.2987
H 0.8321 -2.3612 -0.2848
H 1.0019 -0.7762 1.7544
H 2.4795 -0.7133 0.7889
*
```

Values from the calculation:
**HOMO-LUMO gap**: 9.32 eV
**Relative energy (zero: lowest compared OMol25 entry of this formula, charge and spin)**: 67.7 kcal/mol

=====

Copy entry 2 word for word.
DFT (ωB97M-V/def2-TZVPD) results for C20H20FNO3 in the gas phase.

The geometry in ORCA input format:
```
! RIJCOSX wB97M-V def2-TZVPD def2/J DEFGRID3
* xyz 0 1
C 0.2457 4.9099 -5.2809
O 0.3731 3.5592 -5.6537
C 0.6664 2.6413 -4.6941
C 0.8430 2.9264 -3.3440
C 1.1263 1.9055 -2.4529
C 1.2441 0.5922 -2.8861
C 1.6305 -0.5163 -1.9646
O 2.5989 -1.2237 -2.1893
N 0.8694 -0.6954 -0.8584
C -0.4004 -0.0526 -0.5956
C -1.3880 -1.0679 -0.0280
C -0.9072 -1.6172 1.3229
C -1.4955 -0.8279 2.4831
O -2.1042 0.2045 2.3148
C -1.2329 -1.3455 3.8529
C -1.3363 -0.4350 4.9068
C -1.1082 -0.8235 6.2109
C -0.7849 -2.1468 6.4573
F -0.5616 -2.5424 7.7228
C -0.6909 -3.0787 5.4376
C -0.9134 -2.6729 4.1357
C 0.6291 -1.5309 1.4221
C 1.2557 -1.7569 0.0550
C 1.0964 0.3162 -4.2436
C 0.7985 1.3222 -5.1346
H -0.5708 5.0549 -4.5660
H 0.0184 5.4484 -6.1996
H 1.1761 5.2991 -4.8552
H 0.7665 3.9366 -2.9738
H 1.2756 2.1445 -1.4102
H -0.7882 0.3646 -1.5269
H -0.2798 0.7687 0.1216
H -2.3548 -0.5807 0.1054
H -1.5086 -1.8830 -0.7427
H -1.2208 -2.6603 1.4114
H -1.5971 0.5870 4.6767
H -1.1794 -0.1257 7.0299
H -0.4495 -4.1034 5.6720
H -0.8578 -3.4091 3.3498
H 0.9224 -0.5448 1.7885
H 1.0096 -2.2702 2.1267
H 0.9484 -2.7317 -0.3462
H 2.3475 -1.7585 0.1169
H 1.2177 -0.6994 -4.5885
H 0.6708 1.1189 -6.1859
*
```

Values from the calculation:
**SMILES**: COc1ccc(C(=O)N2CCC(C(=O)c3ccc(F)cc3)CC2)cc1
**HOMO-LUMO gap**: 8.79 eV
**Relative energy (zero: lowest compared OMol25 entry of this formula, charge and spin)**: 0.6 kcal/mol